<one>
{"formula": "C5H5NO", "method": "ωB97M-V/def2-TZVPD", "species": ["O", "N", "C", "C", "C", "C", "C", "H", "H", "H", "H", "H"], "positions_angstrom": [[2.854, 0.932, -0.719], [-2.492, 1.381, 0.099], [-0.800, -0.211, -0.867], [0.609, -0.870, 1.090], [0.125, -1.028, -0.151], [2.837, 0.678, 0.431], [-1.605, 0.690, -0.316], [-1.000, -0.476, -1.909], [0.544, -1.932, -0.609], [0.343, 0.111, 1.629], [-2.715, 2.301, -0.019], [1.298, -1.576, 1.340]], "mulliken_charge": [-0.201, -0.367, -0.543, -1.127, 0.187, 0.198, 0.242, 0.351, 0.269, 0.274, 0.270, 0.446], "orbital_gap_ha": 0.32391, "mol_weight_g_mol": 95.1, "lumo_ev": 0.8331}

<two>
{"formula": "C5H5NO", "method": "ωB97M-V/def2-TZVPD", "species": ["O", "N", "C", "C", "C", "C", "C", "H", "H", "H", "H", "H"], "positions_angstrom": [[-2.214, -1.046, 1.187], [0.652, -1.562, -2.246], [0.206, 0.576, -0.829], [-0.495, 0.431, 0.517], [0.977, 0.708, 0.452], [-1.059, -0.906, 0.869], [0.439, -0.606, -1.630], [-0.368, -1.772, 0.796], [1.312, 1.701, 0.732], [-1.150, 1.253, 0.787], [1.674, -0.094, 0.683], [-0.036, 1.467, -1.399]], "mulliken_charge": [-0.466, -0.436, 0.085, 0.050, -0.724, -0.175, 0.055, 0.337, 0.257, 0.360, 0.290, 0.368], "orbital_gap_ha": 0.40605, "smiles": "N#C[C@@H]1C[C@@H]1C=O", "mol_weight_g_mol": 95.1, "lumo_ev": 0.7123}

<three>
{"formula": "C5H5NO", "method": "ωB97M-V/def2-TZVPD", "species": ["O", "N", "C", "C", "C", "C", "C", "H", "H", "H", "H", "H"], "positions_angstrom": [[0.358, -1.406, 0.978], [-1.897, -2.204, -1.838], [-0.705, 1.301, 0.353], [0.763, 1.001, 0.365], [-0.296, -1.221, -0.184], [0.958, -0.489, 0.094], [-1.126, -1.816, -1.063], [-1.278, 1.186, 1.253], [1.213, 1.270, 1.324], [1.277, 1.539, -0.433], [1.912, -0.818, -0.308], [-1.179, 1.657, -0.541]], "mulliken_charge": [-0.387, -0.473, -0.926, -0.260, 0.184, -0.026, 0.232, 0.352, 0.267, 0.281, 0.403, 0.352], "orbital_gap_ha": [0.30173, 0.31083], "mol_weight_g_mol": 95.1, "lumo_ev": [-0.6027, -0.1046]}

Of them, <three> has the lowest stability.

<one>
{"formula": "C5H5NO", "method": "ωB97M-V/def2-TZVPD", "species": ["O", "N", "C", "C", "C", "C", "C", "H", "H", "H", "H", "H"], "positions_angstrom": [[0.295, 0.388, 1.938], [-1.824, 0.918, 0.146], [1.807, -0.189, 0.250], [-1.499, -0.307, -0.567], [-0.459, 0.721, -0.292], [2.793, -0.727, -0.187], [0.546, 0.341, 0.751], [-1.439, -1.244, -0.016], [-0.104, 1.358, -1.099], [-1.863, 0.749, 1.151], [3.669, -1.212, -0.560], [-1.909, -0.390, -1.570]], "mulliken_charge": [-0.525, -0.614, -0.374, -0.484, -0.048, 0.262, 0.178, 0.240, 0.366, 0.331, 0.403, 0.265], "orbital_gap_ha": 0.37162, "smiles": "C#CC(=O)[C@H]1CN1", "mol_weight_g_mol": 95.1, "lumo_ev": 0.0680}

<two>
{"formula": "C5H5NO", "method": "ωB97M-V/def2-TZVPD", "species": ["O", "N", "C", "C", "C", "C", "C", "H", "H", "H", "H", "H"], "positions_angstrom": [[-0.458, -1.957, 0.639], [-0.037, -1.503, -2.511], [0.053, -0.640, -1.746], [-0.414, 0.429, 0.550], [1.064, 0.606, 0.294], [-0.737, -0.900, 1.148], [0.115, 0.511, -0.865], [-0.983, 1.280, 0.918], [1.685, -0.260, 0.507], [-0.086, 1.442, -1.390], [-1.168, -0.854, 2.165], [1.506, 1.573, 0.516]], "mulliken_charge": [-0.452, -0.430, 0.103, -0.080, -0.707, -0.124, 0.033, 0.381, 0.287, 0.380, 0.340, 0.269], "orbital_gap_ha": 0.39947, "smiles": "N#C[C@@H]1C[C@@H]1C=O", "mol_weight_g_mol": 95.1, "lumo_ev": 0.6467}

Of them, <one> has the lowest stability.

<one>
{"formula": "C5H5NO", "method": "ωB97M-V/def2-TZVPD", "species": ["O", "N", "C", "C", "C", "C", "C", "H", "H", "H", "H", "H"], "positions_angstrom": [[0.181, 0.474, -2.077], [0.426, -1.339, 1.357], [0.730, 0.738, 0.273], [-0.584, -1.879, 1.010], [-0.205, 0.334, -0.775], [1.044, -0.086, 1.288], [-1.421, -0.122, -0.483], [1.681, 0.136, 2.138], [-1.899, 0.090, 0.464], [-2.000, -0.602, -1.251], [1.142, 0.458, -2.150], [0.904, 1.798, 0.205]], "mulliken_charge": [-0.507, -0.226, -0.505, 0.022, 0.665, -0.181, -1.084, 0.406, 0.394, 0.297, 0.339, 0.381], "orbital_gap_ha": 0.33082, "mol_weight_g_mol": 95.1, "lumo_ev": 0.1788}

<two>
{"formula": "C5H5NO", "method": "ωB97M-V/def2-TZVPD", "species": ["O", "N", "C", "C", "C", "C", "C", "H", "H", "H", "H", "H"], "positions_angstrom": [[-2.249, -0.427, 0.041], [2.293, -0.991, 0.916], [-0.285, 2.011, -0.593], [0.885, 2.051, -0.319], [-1.177, -0.624, 0.555], [-0.048, -1.309, -0.211], [1.262, -1.137, 0.413], [-0.036, -0.903, -1.226], [-1.329, 1.952, -0.819], [1.925, 2.089, -0.075], [-0.962, -0.333, 1.600], [-0.278, -2.379, -0.281]], "mulliken_charge": [-0.455, -0.412, -0.415, -0.383, -0.123, -0.249, 0.211, 0.261, 0.423, 0.394, 0.397, 0.351], "orbital_gap_ha": 0.41258, "smiles": "N#CCC=O.C#C", "mol_weight_g_mol": 95.1, "lumo_ev": 0.5010}

<three>
{"formula": "C5H5NO", "method": "ωB97M-V/def2-TZVPD", "species": ["O", "N", "C", "C", "C", "C", "C", "H", "H", "H", "H", "H"], "positions_angstrom": [[-2.184, -1.396, 0.518], [0.367, -1.619, -2.171], [0.148, 0.585, -0.797], [-1.096, -1.004, 0.864], [-0.441, 0.411, 0.580], [1.056, 0.702, 0.400], [0.268, -0.628, -1.582], [1.432, 1.714, 0.597], [-0.275, -1.424, 1.433], [1.832, -0.053, 0.529], [-0.108, 1.469, -1.365], [-1.000, 1.244, 0.995]], "mulliken_charge": [-0.447, -0.430, 0.079, -0.008, -0.193, -0.699, 0.092, 0.262, 0.311, 0.291, 0.389, 0.353], "orbital_gap_ha": 0.39361, "smiles": "N#C[C@@H]1C[C@@H]1C=O", "mol_weight_g_mol": 95.1, "lumo_ev": 0.4369}

<four>
{"formula": "C5H5NO", "method": "ωB97M-V/def2-TZVPD", "species": ["O", "N", "C", "C", "C", "C", "C", "H", "H", "H", "H", "H"], "positions_angstrom": [[1.827, -2.066, 1.712], [1.160, -0.093, 0.999], [-1.780, 0.289, -1.346], [-0.730, 0.236, -0.329], [-1.523, -0.926, -0.470], [1.101, -1.414, 0.782], [0.349, 0.748, 0.270], [-2.725, 0.798, -1.198], [0.626, 1.796, 0.241], [1.769, 0.318, 1.711], [-1.431, 0.328, -2.369], [1.780, -3.013, 1.527]], "mulliken_charge": [-0.383, 0.103, -0.444, 0.215, -0.477, -0.543, 0.007, 0.216, 0.373, 0.291, 0.216, 0.428], "orbital_gap_ha": 0.28051, "mol_weight_g_mol": 95.1, "lumo_ev": -0.7495}

Of them, <four> has the lowest stability.

<one>
{"formula": "C5H5NO", "method": "ωB97M-V/def2-TZVPD", "species": ["O", "N", "C", "C", "C", "C", "C", "H", "H", "H", "H", "H"], "positions_angstrom": [[2.141, 0.438, -1.826], [0.370, 0.132, 0.170], [1.964, -0.136, -0.847], [-0.007, -2.194, 1.007], [-0.497, 1.140, -0.285], [-1.725, 1.354, 0.203], [0.119, -1.050, 0.605], [2.231, -0.987, -0.293], [-0.150, 1.575, -1.236], [-1.876, 1.015, 1.286], [-0.091, -3.204, 1.460], [-2.480, 1.918, -0.245]], "mulliken_charge": [-0.299, -0.369, 0.245, -0.443, 0.080, -0.748, 0.015, 0.344, 0.264, 0.197, 0.410, 0.303], "orbital_gap_ha": 0.29687, "mol_weight_g_mol": 95.1, "lumo_ev": 0.1204}

<two>
{"formula": "C5H5NO", "method": "ωB97M-V/def2-TZVPD", "species": ["O", "N", "C", "C", "C", "C", "C", "H", "H", "H", "H", "H"], "positions_angstrom": [[-1.801, 0.830, -0.586], [1.791, -0.122, 1.345], [1.537, 0.392, 0.337], [0.751, 0.707, -0.824], [-0.073, -1.378, 1.452], [-0.764, -0.109, -0.654], [-0.707, -1.006, 0.485], [-1.967, 1.037, 0.344], [0.303, -1.886, 2.306], [-0.886, -0.652, -1.593], [1.292, 0.410, -1.736], [0.523, 1.777, -0.875]], "mulliken_charge": [-0.549, -0.515, 0.415, -0.552, 0.006, 0.328, -0.785, 0.369, 0.456, 0.272, 0.293, 0.262], "orbital_gap_ha": 0.38979, "smiles": "C#C[C@@H](O)CC#N", "mol_weight_g_mol": 95.1, "lumo_ev": 0.7736}

Of them, <one> has the lowest stability.

<one>
{"formula": "C4H12O", "method": "ωB97M-V/def2-TZVPD", "species": ["O", "C", "C", "C", "C", "H", "H", "H", "H", "H", "H", "H", "H", "H", "H", "H", "H"], "positions_angstrom": [[1.877, -0.515, 0.980], [1.973, -1.857, 0.381], [-1.805, 0.635, -0.609], [-1.481, 1.050, 0.821], [-0.672, 0.848, -1.584], [-2.264, 1.411, 1.486], [0.950, -2.212, 0.261], [-2.837, 0.886, -0.913], [2.533, -2.446, 1.083], [0.297, 0.508, -1.212], [-2.076, -0.431, -0.596], [-0.865, 0.361, -2.546], [0.978, -0.187, 0.905], [2.331, -1.653, -0.627], [-0.511, 1.890, -1.870], [-0.807, 1.911, 0.777], [-0.928, 0.231, 1.286]], "mulliken_charge": [-0.538, -0.530, -0.218, -1.057, -1.012, 0.354, 0.243, 0.359, 0.250, 0.188, 0.239, 0.344, 0.238, 0.258, 0.320, 0.316, 0.244], "orbital_gap_ha": 0.41600, "smiles": "CCC.CO", "mol_weight_g_mol": 76.1, "lumo_ev": 0.9801}

<two>
{"formula": "C4H12O", "method": "ωB97M-V/def2-TZVPD", "species": ["O", "C", "C", "C", "C", "H", "H", "H", "H", "H", "H", "H", "H", "H", "H", "H", "H"], "positions_angstrom": [[-2.907, -2.065, -5.521], [1.531, 0.851, 3.554], [-2.671, -1.494, -4.179], [1.269, 2.298, 3.118], [2.974, 0.378, 3.350], [3.705, 1.134, 3.668], [3.029, 0.399, 2.237], [1.818, 2.961, 3.825], [-3.503, -1.310, -5.670], [0.848, 0.217, 2.978], [-3.559, -1.602, -3.521], [-2.369, -0.421, -4.296], [1.255, 0.666, 4.601], [-1.904, -2.141, -3.675], [1.786, 2.589, 2.207], [3.317, -0.572, 3.755], [0.219, 2.599, 3.226]], "mulliken_charge": [-0.466, -0.166, -0.517, -1.101, -1.062, 0.280, 0.264, 0.289, 0.315, 0.255, 0.239, 0.231, 0.287, 0.198, 0.324, 0.318, 0.313], "orbital_gap_ha": 0.42438, "smiles": "CCC.CO", "mol_weight_g_mol": 76.1, "lumo_ev": 0.9976}

Of them, <two> has the lowest stability.

<one>
{"formula": "C4H4N2", "method": "ωB97M-V/def2-TZVPD", "species": ["N", "N", "C", "C", "C", "C", "H", "H", "H", "H"], "positions_angstrom": [[0.019, -1.381, -0.034], [0.195, 1.150, -1.054], [1.133, 0.483, -0.550], [-0.638, 0.910, 0.131], [-0.978, -0.580, 0.034], [1.298, -0.793, -0.160], [-1.416, 1.640, 0.344], [0.203, 0.861, 0.920], [2.166, -1.316, 0.198], [-1.983, -0.974, 0.171]], "mulliken_charge": [-0.424, -0.425, 0.493, -0.448, -0.064, -0.543, 0.364, 0.323, 0.358, 0.366], "orbital_gap_ha": [0.30682, 0.30684], "mol_weight_g_mol": 80.1, "lumo_ev": [-0.4544, -0.4540]}

<two>
{"formula": "C4H4N2", "method": "ωB97M-V/def2-TZVPD", "species": ["N", "N", "C", "C", "C", "C", "H", "H", "H", "H"], "positions_angstrom": [[1.506, 0.707, -1.308], [-1.485, 1.574, 1.748], [0.980, -0.001, -0.483], [-1.212, 0.743, 0.970], [0.382, -1.005, 0.314], [-0.906, -0.207, -0.022], [0.745, -0.840, 1.274], [-1.479, -0.334, -0.973], [0.455, -2.156, 0.003], [1.013, 1.521, -1.524]], "mulliken_charge": [-0.489, -0.481, 0.276, 0.309, -0.183, -0.639, 0.257, 0.377, 0.253, 0.319], "orbital_gap_ha": 0.31417, "mol_weight_g_mol": 80.1, "lumo_ev": 0.3141}

<three>
{"formula": "C4H4N2", "method": "ωB97M-V/def2-TZVPD", "species": ["N", "N", "C", "C", "C", "C", "H", "H", "H", "H"], "positions_angstrom": [[-0.181, -0.819, 0.960], [0.631, -1.568, 0.044], [-0.844, 0.860, -0.085], [-1.327, -0.335, 0.289], [1.294, -0.529, -0.325], [0.562, 0.640, 0.225], [-1.303, 1.714, -0.557], [-2.145, -0.912, -0.088], [2.165, -0.553, -0.969], [1.149, 1.502, 0.507]], "mulliken_charge": [-0.057, -0.517, -0.324, -0.278, -0.060, -0.255, 0.384, 0.350, 0.387, 0.370], "orbital_gap_ha": 0.36140, "mol_weight_g_mol": 80.1, "lumo_ev": 0.2070}

Of them, <three> has the lowest stability.